1.
C15H19N3O4S in the gas phase, computed with ωB97M-V/def2-TZVPD.

For the orbital gap, the calculation gives 9.385 eV. The LUMO energy is 0.023 hartree. Its structure (SMILES) is COC(=O)[C@@H](NC(=O)CCc1nnc(-c2ccsc2)o1)C(C)C. The electronic energy comes out at -39359.35146 eV.

The geometry in ORCA input format:
```
! RIJCOSX wB97M-V def2-TZVPD def2/J DEFGRID3
* xyz 0 1
C 4.446 -0.263 2.986
O 3.208 -0.944 3.160
C 2.333 -0.842 2.163
O 2.529 -0.221 1.149
C 1.047 -1.605 2.452
N 0.106 -1.331 1.395
C -1.008 -0.589 1.605
O -1.421 -0.312 2.710
C -1.678 -0.145 0.316
C -0.928 1.071 -0.248
C -1.377 1.370 -1.628
N -1.633 0.523 -2.572
N -2.000 1.230 -3.656
C -1.954 2.485 -3.327
C -2.264 3.610 -4.164
C -2.676 3.479 -5.520
C -2.912 4.678 -6.099
S -2.642 5.991 -5.015
C -2.203 4.916 -3.760
O -1.561 2.645 -2.037
C 1.324 -3.114 2.629
C 0.051 -3.823 3.080
C 1.860 -3.731 1.339
H 4.995 -0.391 3.915
H 4.270 0.795 2.784
H 5.000 -0.694 2.150
H 0.609 -1.212 3.377
H 0.471 -1.401 0.457
H -2.713 0.124 0.529
H -1.663 -0.946 -0.423
H -1.093 1.950 0.377
H 0.148 0.869 -0.266
H -2.779 2.526 -6.002
H -3.231 4.885 -7.100
H -1.925 5.294 -2.797
H 2.084 -3.205 3.412
H -0.734 -3.697 2.339
H -0.303 -3.415 4.023
H 0.239 -4.886 3.210
H 2.163 -4.759 1.517
H 1.094 -3.733 0.568
H 2.723 -3.179 0.971
*
```

These are the Löwdin partial charges, in e, on atoms 1 to 6:
1 C -0.04
2 O -0.02
3 C -0.46
4 O 0.12
5 C -0.20
6 N 0.11

2.
C15H19N3O4S in the gas phase, computed with ωB97M-V/def2-TZVPD.

For the orbital gap, the calculation gives 8.910 eV. The LUMO energy is 0.014 hartree. Its structure (SMILES) is CCN(c1ccc(C)c(C)c1)S(=O)(=O)c1c(C)[nH]c(=O)[nH]c1=O. The electronic energy comes out at -39360.09922 eV.

The geometry in ORCA input format:
```
! RIJCOSX wB97M-V def2-TZVPD def2/J DEFGRID3
* xyz 0 1
C -2.387 1.623 2.359
C -2.052 0.267 1.751
N -1.270 0.428 0.538
C -0.003 1.052 0.593
C 0.876 0.842 1.648
C 2.091 1.503 1.667
C 2.464 2.372 0.652
C 3.789 3.071 0.699
C 1.579 2.585 -0.409
C 1.936 3.520 -1.524
C 0.355 1.934 -0.419
S -1.677 -0.494 -0.750
O -3.103 -0.674 -0.746
O -1.086 0.042 -1.942
C -0.989 -2.172 -0.606
C -1.194 -3.002 -1.660
C -1.949 -2.600 -2.873
N -0.700 -4.273 -1.629
C 0.023 -4.807 -0.576
O 0.453 -5.931 -0.594
N 0.185 -3.936 0.468
C -0.291 -2.627 0.569
O -0.102 -2.006 1.592
H -3.014 1.485 3.235
H -2.919 2.236 1.636
H -1.478 2.143 2.654
H -2.965 -0.241 1.440
H -1.526 -0.363 2.474
H 0.625 0.158 2.440
H 2.767 1.332 2.492
H 4.341 2.790 1.592
H 4.388 2.816 -0.174
H 3.653 4.152 0.702
H 2.097 4.529 -1.143
H 2.856 3.201 -2.013
H 1.142 3.549 -2.265
H -0.333 2.097 -1.232
H -2.094 -3.437 -3.551
H -2.911 -2.186 -2.575
H -1.417 -1.796 -3.380
H -0.851 -4.892 -2.416
H 0.692 -4.290 1.273
*
```

These are the Löwdin partial charges, in e, on atoms 1 to 6:
1 C -0.06
2 C -0.24
3 N -0.19
4 C -0.25
5 C -0.02
6 C -0.03

3.
A molecular structure, C15H20BrIN2O2SiV, computed with ωB97M-V/def2-TZVPD.

For the orbital gap (alpha / beta), the calculation gives 6.575 / 6.575 eV. The LUMO energy (alpha / beta) is -0.195 / -0.195 hartree. The electronic energy comes out at -134651.04554 eV.

The geometry in ORCA input format:
```
! RIJCOSX wB97M-V def2-TZVPD def2/J DEFGRID3
* xyz 1 1
V -0.567 -0.089 -1.233
C 1.563 2.035 0.567
C 0.859 1.108 -0.344
N 1.175 0.617 -1.460
O 2.219 0.766 -2.308
C -2.026 0.281 0.103
C -2.239 0.594 1.545
N -2.730 0.359 -0.871
O -1.752 -0.078 -2.347
H 2.133 1.431 1.279
H 0.857 2.646 1.124
H 2.255 2.696 0.038
H 2.860 1.355 -1.875
H -2.929 1.428 1.641
H -1.295 0.816 2.031
H -2.677 -0.284 2.019
Br 2.044 5.185 -2.801
C 0.930 5.061 -1.281
C 1.307 5.758 -0.138
C 0.533 5.685 1.009
C -0.621 4.914 1.020
C -0.991 4.212 -0.117
C -0.218 4.280 -1.272
I -0.874 3.196 -2.929
H 2.203 6.362 -0.159
H 0.828 6.242 1.888
H -1.241 4.871 1.906
H -1.902 3.633 -0.126
C 0.072 -5.809 -1.427
Si 0.011 -4.866 0.170
C -1.490 -5.270 1.188
C 1.587 -4.992 1.142
C -0.176 -3.056 -0.311
C -0.310 -1.884 -0.641
H 0.178 -6.877 -1.224
H 0.919 -5.495 -2.038
H -0.843 -5.664 -2.003
H -1.439 -6.307 1.526
H -2.404 -5.151 0.604
H -1.553 -4.631 2.070
H 1.739 -6.021 1.474
H 1.559 -4.353 2.026
H 2.447 -4.704 0.535
*
```

These are the Löwdin partial charges, in e, on atoms 1 to 6:
1 V 0.78
2 C -0.02
3 C -0.21
4 N -0.20
5 O 0.07
6 C -0.33

4.
A molecular structure, C15H20ClO5Pd, computed with ωB97M-V/def2-TZVPD.

For the orbital gap (alpha / beta), the calculation gives 6.095 / 6.465 eV. The LUMO energy (alpha / beta) is 0.110 / 0.063 hartree. The electronic energy comes out at -42106.03724 eV. As for the expectation value of S²: 6.03.

The geometry in ORCA input format:
```
! RIJCOSX wB97M-V def2-TZVPD def2/J DEFGRID3
* xyz -1 5
Pd 0.044 -0.135 -0.024
C 0.777 -1.943 1.477
C -0.635 -1.792 1.453
C -1.088 -2.038 0.106
H -1.271 -1.582 2.295
C 0.071 -2.329 -0.695
C 1.217 -2.271 0.166
H 2.236 -2.486 -0.137
H 1.389 -1.842 2.358
H -2.115 -2.040 -0.224
H 0.069 -2.617 -1.740
C 1.412 1.565 0.809
C 2.281 0.486 0.464
C 2.215 0.295 -0.955
H 2.898 -0.065 1.174
C 1.358 1.295 -1.496
C 0.811 2.045 -0.404
H 0.100 2.868 -0.478
H 1.279 1.984 1.801
H 2.753 -0.448 -1.549
H 1.208 1.496 -2.556
O -0.809 0.058 -2.188
C -0.815 0.299 -4.230
C -2.177 0.579 -3.713
C -0.347 -1.056 -4.528
C -0.184 1.391 -4.989
C -1.908 0.936 -2.271
H -2.776 -0.342 -3.788
H -2.663 1.393 -4.249
H -1.561 1.996 -2.168
H -2.769 0.732 -1.590
H -0.816 -1.503 -5.427
H -0.507 -1.736 -3.680
H 0.730 -1.016 -4.745
H -0.596 1.554 -6.006
H 0.881 1.201 -5.157
H -0.273 2.347 -4.470
O 1.203 1.225 4.304
Cl -0.080 0.581 4.041
O 0.069 -0.884 4.111
O -1.097 1.033 4.969
O -0.511 0.917 2.646
*
```

These are the Löwdin partial charges, in e, on atoms 1 to 6:
1 Pd 0.97
2 C -0.14
3 C -0.16
4 C -0.18
5 H 0.09
6 C -0.16

5.
A molecular structure, C15H20FI2N6OSSn, computed with ωB97M-V/def2-TZVPD.

For the orbital gap, the calculation gives 5.621 eV. The LUMO energy is -0.437 hartree. The electronic energy comes out at -62425.15007 eV.

The geometry in ORCA input format:
```
! RIJCOSX wB97M-V def2-TZVPD def2/J DEFGRID3
* xyz 3 1
Sn -0.996 -1.207 1.042
I -1.813 -1.347 4.383
C -1.941 -3.473 4.121
I -1.880 -4.052 2.034
H -2.888 -3.816 4.530
H -1.096 -3.940 4.622
C 5.502 0.087 0.487
N 4.090 -0.199 0.581
C 3.548 -1.291 1.349
C 2.068 -1.073 1.146
O 1.162 -1.779 1.636
N 1.863 -0.025 0.371
C 3.088 0.480 0.031
N 3.241 1.530 -0.754
H 6.024 -0.423 1.293
H 5.687 1.156 0.593
H 5.917 -0.259 -0.462
H 3.818 -1.236 2.409
H 3.874 -2.266 0.970
H 2.441 2.021 -1.118
H 4.162 1.855 -1.012
F -4.581 4.758 1.470
C -3.958 3.612 1.331
C -2.564 3.607 1.320
C -1.880 2.394 1.178
C -2.723 1.354 1.061
C -4.056 1.211 1.045
C -4.707 2.444 1.198
H -2.008 4.529 1.429
H -0.799 2.353 1.180
H -4.624 0.299 0.935
H -5.790 2.472 1.214
C -0.184 1.760 -3.287
C -1.428 0.864 -3.348
C -1.096 -0.465 -2.785
N -1.167 -0.751 -1.528
N -0.738 -1.996 -1.210
C -0.315 -2.690 -2.251
N 0.183 -3.915 -2.188
S -0.450 -1.775 -3.734
H -0.423 2.748 -3.669
H 0.617 1.342 -3.892
H 0.148 1.848 -2.252
H -1.763 0.767 -4.380
H -2.237 1.309 -2.766
H 0.220 -4.401 -1.303
H 0.450 -4.420 -3.020
*
```

These are the Löwdin partial charges, in e, on atoms 1 to 6:
1 Sn 1.11
2 I 0.83
3 C -1.00
4 I 0.90
5 H -0.01
6 H -0.01